(1)
The following is a DFT calculation (ωB97M-V with the def2-TZVPD basis set) of 3 unconnected molecules or ions with the total composition C3H14N2O2.

Charge = +1
Energy above the lowest of the compared OMol25 structures with the same formula, charge and spin = 2.1 kcal per mole
Strongest force on any atom = 0.03454 hartree/bohr
Energy = -382.3694 Eh
Multiplicity = 2

Each line ends with the Löwdin spin population.
Cartesian coordinates (Å):
N: 0.165 -0.369 -1.593  0.03
C: 1.171 -0.523 -0.566  0.02
C: 0.669 -1.446 0.566  0.08
N: -0.158 -0.662 1.459  0.65
C: -1.496 -1.058 1.752  0.09
H: -0.731 -0.662 -1.225  0.00
H: 0.361 -0.934 -2.408  0.00
H: 2.092 -0.906 -0.998  0.00
H: 1.388 0.462 -0.147  0.00
H: 0.041 -2.218 0.138  0.01
H: 1.478 -1.955 1.099  0.03
H: -0.093 0.351 1.302  0.01
H: -2.155 -1.112 0.868  0.05
H: -1.454 -2.043 2.199  0.02
H: -1.993 -0.319 2.356  0.00
H: 0.800 2.178 -2.103  0.00
H: 1.703 2.366 -0.941  0.00
O: 1.129 2.879 -1.522  0.00
H: -1.201 1.703 -0.747  0.00
H: -0.582 2.532 0.293  0.00
O: -1.135 1.737 0.220  0.01

(2)
The following is a DFT calculation (ωB97M-V with the def2-TZVPD basis set) of a molecular structure, C20H45CuNO8PSSi.

Charge = +1
Energy above the lowest of the compared OMol25 structures with the same formula, charge and spin = 10.6 kcal per mole
Strongest force on any atom = 0.01220 hartree/bohr
Energy = -4115.2855 Eh
Multiplicity = 2

Each line ends with the Löwdin spin population.
Cartesian coordinates (Å):
Cu: -0.755 0.045 -1.418  0.59
C: -2.104 1.187 1.415  0.00
C: -0.913 0.277 1.652  0.01
C: 0.389 1.051 1.726  0.00
C: -1.096 -0.600 2.878  0.01
O: -0.790 -0.597 0.459  0.08
Si: -1.421 -2.145 0.169  0.02
S: -1.183 -2.018 -1.938  0.24
O: -2.942 -2.111 0.699  0.00
C: -3.893 -3.199 0.880  0.00
C: -5.265 -2.551 0.813  0.00
C: -3.717 -4.219 -0.236  0.00
C: -3.643 -3.822 2.244  0.00
O: -0.605 -3.305 0.925  0.00
C: 0.722 -3.876 0.772  0.00
C: 1.032 -4.535 2.105  0.00
C: 0.671 -4.903 -0.348  0.00
C: 1.729 -2.775 0.466  0.00
H: -2.241 1.850 2.270  0.00
H: -3.011 0.598 1.280  0.00
H: -1.939 1.813 0.532  0.00
H: 0.371 1.718 2.588  0.00
H: 0.541 1.657 0.831  0.00
H: 1.234 0.370 1.837  0.00
H: -1.128 0.040 3.761  0.00
H: -0.260 -1.293 2.989  0.00
H: -2.025 -1.166 2.831  0.00
H: -5.419 -2.085 -0.161  0.00
H: -5.360 -1.788 1.585  0.00
H: -6.043 -3.299 0.968  0.00
H: -3.852 -3.749 -1.212  0.00
H: -4.454 -5.015 -0.134  0.00
H: -2.725 -4.677 -0.194  0.00
H: -3.767 -3.076 3.030  0.00
H: -2.634 -4.230 2.300  0.00
H: -4.356 -4.628 2.424  0.00
H: 0.282 -5.292 2.334  0.00
H: 1.035 -3.795 2.906  0.00
H: 2.010 -5.015 2.071  0.00
H: -0.081 -5.662 -0.128  0.00
H: 1.637 -5.399 -0.447  0.00
H: 0.428 -4.430 -1.300  0.00
H: 1.724 -2.020 1.255  0.00
H: 1.501 -2.295 -0.489  0.00
H: 2.732 -3.197 0.402  0.00
O: -0.760 2.532 -4.656  0.00
N: -1.126 1.678 -4.125  0.00
C: 1.521 4.520 0.970  0.00
C: 0.869 4.992 -0.317  0.00
C: 1.886 5.578 -1.280  0.00
C: -0.260 5.967 -0.045  0.00
O: 0.191 3.815 -0.914  0.00
P: 0.738 2.845 -2.005  0.00
O: 1.024 3.410 -3.343  0.00
O: -0.424 1.794 -2.122  0.03
O: 1.944 2.121 -1.296  0.00
C: 3.015 1.341 -1.940  0.00
C: 3.650 0.576 -0.793  0.00
C: 3.991 2.314 -2.577  0.00
C: 2.424 0.386 -2.966  0.00
H: 1.996 5.366 1.468  0.00
H: 2.282 3.765 0.768  0.00
H: 0.774 4.100 1.643  0.00
H: 2.311 6.476 -0.831  0.00
H: 1.424 5.846 -2.228  0.00
H: 2.703 4.882 -1.475  0.00
H: 0.132 6.855 0.451  0.00
H: -1.010 5.511 0.600  0.00
H: -0.734 6.272 -0.978  0.00
H: 4.009 1.266 -0.030  0.00
H: 4.494 -0.008 -1.158  0.00
H: 2.926 -0.103 -0.339  0.00
H: 4.399 2.987 -1.822  0.00
H: 3.502 2.902 -3.353  0.00
H: 4.819 1.761 -3.022  0.00
H: 1.693 -0.286 -2.505  0.00
H: 3.218 -0.234 -3.382  0.00
H: 1.963 0.933 -3.790  0.00

(3)
The following is a DFT calculation (ωB97M-V with the def2-TZVPD basis set) of a single C6H10O2 molecule.

SMILES string = C[C@](O)(C=O)C1CC1
Energy above the lowest of the compared OMol25 structures with the same formula, charge and spin = 60.7 kcal per mole
Strongest force on any atom = 0.08094 hartree/bohr
Energy = -385.0057 Eh

Each line ends with the Löwdin charge.
Cartesian coordinates (Å):
C: 1.901 0.159 0.788  -0.18
C: -1.327 1.479 -0.477  -0.10
C: -2.003 0.262 0.113  -0.10
C: -0.508 0.512 0.398  -0.22
C: 0.486 -1.750 0.051  -0.02
C: 0.685 -0.272 -0.208  -0.48
O: 2.927 0.533 0.344  0.11
O: 0.886 0.242 -1.492  -0.01
H: 1.676 -0.021 1.805  0.12
H: -0.864 1.311 -1.428  0.08
H: -1.581 2.486 -0.134  0.11
H: -2.783 0.472 0.864  0.10
H: -2.398 -0.576 -0.504  0.11
H: -0.244 1.083 1.199  0.09
H: -0.624 -2.058 0.227  0.11
H: 0.772 -2.352 -0.838  0.09
H: 1.179 -2.039 0.860  0.08
H: 1.819 0.531 -1.567  0.11